Molecular formula: C5H11NO2
Method: DFT, the ωB97M-V functional and the def2-TZVPD basis

```
! wB97M-V def2-TZVPD RIJCOSX def2/J DEFGRID3
* xyz -1 2
O -2.966 0.769 -0.340
O 3.118 0.334 -0.471
N 0.267 -1.477 1.306
C 0.128 1.694 -0.504
C -0.187 -1.940 0.112
C 0.121 0.278 -0.013
C 0.425 -0.127 1.266
C -0.347 -0.853 -0.716
H 0.948 1.884 -1.197
H 0.731 0.433 2.126
H -2.863 0.719 0.629
H -3.514 -0.026 -0.471
H 0.315 2.345 0.355
H -0.549 -2.950 0.061
H -0.656 -1.038 -1.733
H -0.834 1.984 -0.915
H 2.312 -0.140 -0.182
H 3.127 0.173 -1.426
H 0.424 -2.061 2.112
*
```

Properties
highest occupied orbital energy (alpha / beta) = 0.0370 / -0.1795 Eh
relative energy (zero: lowest compared OMol25 entry of this formula, charge and spin) = 15.6 kcal/mol
strongest force on any atom = 0.033 Eh/bohr
LUMO (alpha / beta) = 3.88 / 3.69 eV
E = -402.3007 Eh
Kohn-Sham gap (alpha / beta) = 2.88 / 8.57 eV

Molecular formula: C26H57Br21N3O3PSi2
Method: DFT, the ωB97M-V functional and the def2-TZVPD basis

```
! wB97M-V def2-TZVPD RIJCOSX def2/J DEFGRID3
* xyz 0 1
Br 6.254 -5.488 -5.730
Br 5.616 -3.233 -2.408
Br -2.662 -1.557 -3.391
Br 0.627 0.063 5.308
Br 3.227 3.830 -4.444
Br 3.991 2.964 -0.986
Br -2.424 0.327 2.545
Br 2.313 -0.536 -0.407
Br -3.667 -2.588 4.434
Br 2.948 1.031 2.648
Br -3.896 -0.167 13.426
Br -1.484 -3.663 -9.550
Br -3.821 -6.034 -8.019
Br -2.360 2.929 -4.559
Br -5.240 -3.428 12.389
Br -2.528 1.160 7.844
Br 6.602 0.130 -1.145
Br 6.839 -6.791 -2.317
Br -5.605 -0.522 8.964
Br -1.825 -4.779 -4.950
Br 0.054 -3.333 -1.218
P -0.965 6.587 -3.815
Si -1.668 5.071 -2.304
Si -4.275 4.289 -1.369
O -5.041 6.858 0.129
O -3.266 5.435 -1.985
O -5.693 5.035 -0.838
N -3.570 3.383 -0.092
N 0.590 6.403 -4.106
N -5.634 6.472 -0.788
C 4.686 4.429 -2.059
C -3.651 0.256 4.052
C 7.167 -2.681 -1.382
C 6.842 -1.629 -0.353
C 7.563 -6.778 -5.095
C -1.274 5.685 0.456
C -0.537 5.350 -0.820
C -2.523 -2.026 -5.275
C -2.931 0.321 9.552
C 2.080 -1.492 -2.081
C 0.633 -1.833 -2.309
C -3.817 -1.886 14.337
C -0.817 5.239 1.639
C 6.991 -7.684 -4.039
C -1.356 3.333 -2.914
C -1.239 -5.546 -9.122
C 3.585 4.986 -2.920
C 0.156 3.133 -3.166
C -3.749 -0.928 9.372
C -3.064 -3.402 -5.544
C -3.236 -0.789 5.049
C 2.952 -0.563 3.756
C 1.548 -1.044 4.001
C -3.608 -3.012 13.363
C -2.486 -6.345 -9.394
C 0.632 1.890 -2.411
H -3.786 -0.664 5.977
H 2.725 -2.359 -2.044
H 5.038 5.172 -1.346
H 0.723 6.239 -5.098
H 0.471 -2.153 -3.336
H -2.156 6.309 0.373
H -0.029 -1.007 -2.082
H 7.677 -1.521 0.336
H 0.709 4.004 -2.834
H 0.662 2.074 -1.339
H -2.975 -1.813 15.022
H 0.129 4.505 -0.687
H -0.935 -5.591 -8.081
H -3.341 -3.928 13.885
H 7.519 -3.588 -0.895
H -4.008 -3.590 -5.042
H 0.353 2.953 -4.213
H -4.655 3.369 -2.446
H 5.936 -1.843 0.205
H 7.848 -7.354 -5.973
H -1.474 4.893 2.423
H 1.614 1.569 -2.739
H -3.610 1.244 4.504
H 1.551 -2.047 4.421
H 6.000 -8.046 -4.291
H -4.642 0.083 3.646
H -1.239 7.834 -3.199
H 3.485 -0.317 4.668
H -1.966 0.082 9.993
H -1.477 -1.931 -5.547
H -2.269 -7.410 -9.358
H -0.423 -5.884 -9.756
H 2.653 5.097 -2.375
H -2.171 -0.774 5.253
H -0.106 1.101 -2.548
H 5.527 4.053 -2.631
H -3.383 -1.559 8.568
H 7.653 -8.529 -3.866
H 3.858 5.944 -3.354
H -1.808 6.533 -4.943
H 2.433 -0.810 -2.853
H -4.737 -1.986 14.902
H -3.430 1.069 10.158
H 0.942 -1.031 3.100
H -2.849 -2.784 12.623
H 0.257 5.186 1.764
H 8.417 -6.211 -4.741
H -3.104 -1.275 -5.804
H -1.666 2.569 -2.209
H 3.513 -1.309 3.196
H 7.907 -2.345 -2.100
H -4.056 3.515 0.785
H -2.948 -6.102 -10.345
H -3.183 -3.561 -6.614
H -3.501 2.396 -0.296
H -3.778 -1.499 10.298
H 0.116 6.197 -1.074
*
```

Properties
highest occupied orbital energy = -0.3009 Eh
strongest force on any atom = 0.028 Eh/bohr
LUMO = -0.06 eV
E = -56389.5262 Eh
Kohn-Sham gap = 8.13 eV

Molecular formula: C34H29NO4PdSb2
Method: DFT, the ωB97M-V functional and the def2-TZVPD basis

```
! wB97M-V def2-TZVPD RIJCOSX def2/J DEFGRID3
* xyz 2 1
Sb 1.039 -2.773 -0.677
Sb -0.324 1.020 2.731
Pd -0.962 0.306 -1.573
O -3.733 0.227 -4.400
O -2.213 0.273 2.306
O -0.985 -0.615 0.687
O -1.860 0.676 -3.276
N -2.891 -0.146 -1.021
C 0.491 -0.258 -4.900
C 5.493 -4.003 -2.401
C 2.989 -3.236 -1.453
C 0.383 3.407 -1.442
C 4.433 -3.845 -3.282
C -0.865 2.118 4.403
C 1.303 -1.609 2.165
C -3.279 -0.393 0.229
C 3.183 -3.468 -2.811
C -0.913 3.060 -1.067
C -1.146 2.459 0.163
C -4.598 -0.672 0.521
C 1.147 -0.249 -2.581
C -2.091 -0.292 1.138
C -1.609 3.613 6.591
C 1.191 -0.431 3.124
C 5.301 -3.786 -1.045
C 4.052 -3.409 -0.572
C -1.686 4.172 5.322
C -0.139 -1.492 -4.699
C 0.542 -1.504 -2.379
C -5.501 -0.715 -0.539
C -0.121 -2.108 -3.463
C -1.314 3.426 4.217
C -1.157 2.310 6.769
C 1.233 2.524 0.628
C -3.132 0.250 -3.376
C -3.746 -0.145 -2.038
C -0.066 2.176 0.996
C 1.129 0.361 -3.853
C 1.766 -1.270 0.747
C -5.083 -0.450 -1.837
C 1.452 3.157 -0.589
C -0.780 1.553 5.675
H 4.577 -4.020 -4.339
H 2.079 2.302 1.269
H 2.106 0.169 3.135
H 1.637 1.306 -3.994
H 1.804 0.161 -1.814
H 0.550 3.887 -2.396
H -6.538 -0.951 -0.344
H -5.758 -0.467 -2.681
H -0.430 0.540 5.823
H 6.120 -3.917 -0.351
H 1.002 -0.738 4.153
H 2.033 -2.284 2.625
H -2.033 5.186 5.193
H 2.854 -1.255 0.687
H -0.594 -3.076 -3.342
H -1.098 1.885 7.761
H -0.638 -1.976 -5.528
H -1.741 3.292 -1.729
H 0.365 -2.165 2.164
H -1.365 3.865 3.227
H -2.165 2.256 0.480
H -4.912 -0.858 1.538
H 3.922 -3.258 0.494
H 6.465 -4.301 -2.769
H 2.371 -3.355 -3.518
H 1.419 -0.287 0.422
H -1.900 4.199 7.451
H 0.476 0.197 -5.879
H 2.455 3.442 -0.874
*
```

Properties
highest occupied orbital energy = -0.4808 Eh
relative energy (zero: lowest compared OMol25 entry of this formula, charge and spin) = 26.6 kcal/mol
strongest force on any atom = 0.029 Eh/bohr
LUMO = -7.23 eV
E = -2276.5064 Eh
Kohn-Sham gap = 5.85 eV

Molecular formula: C27H47Br14NO2
Method: DFT, the ωB97M-V functional and the def2-TZVPD basis

```
! wB97M-V def2-TZVPD RIJCOSX def2/J DEFGRID3
* xyz 0 1
Br 2.693 0.125 -2.963
Br -1.993 7.608 4.161
Br 4.461 -2.837 -5.001
Br -4.271 1.907 3.142
Br 1.376 -2.574 -7.017
Br -0.293 2.092 -3.890
Br -3.270 1.209 6.654
Br -0.913 3.027 4.200
Br -0.288 -0.432 8.093
Br 2.683 3.864 -0.570
Br 4.377 -7.365 -1.988
Br -0.777 7.046 0.718
Br 6.059 -4.254 -0.919
Br 0.951 6.342 -2.694
O -1.558 -3.461 -0.748
O -1.153 -1.398 -1.909
N -0.928 -1.272 0.596
C -5.950 -3.542 1.826
C 3.116 -3.320 -7.487
C 2.946 4.298 -2.453
C 1.629 -1.434 1.155
C 1.159 -0.374 -4.059
C 2.745 -3.793 0.738
C -3.380 -0.308 0.166
C 0.709 0.779 -4.926
C -5.230 -2.201 -1.096
C 2.819 5.784 -2.695
C -2.290 3.979 3.200
C -2.486 1.379 8.432
C 6.714 -5.705 -2.046
C -0.958 8.707 1.724
C -4.870 -2.313 1.683
C -6.334 -3.450 -0.972
C 3.723 -4.067 -6.322
C 0.371 -0.501 0.568
C -3.668 3.665 3.733
C -2.086 -0.490 1.145
C -1.222 -2.000 -0.690
C -4.458 -1.586 0.233
C -6.741 -4.140 0.495
C -0.576 8.514 3.173
C 5.626 -6.223 -2.958
C 2.299 -2.379 -0.005
C -0.976 1.373 8.366
H 3.506 -4.422 0.108
H 1.532 -2.606 -0.883
H -6.174 -3.956 2.923
H -4.002 0.611 0.608
H -0.277 9.410 1.236
H -5.051 -1.782 -2.178
H 3.149 -3.506 1.819
H -1.987 9.052 1.589
H 1.537 1.312 -5.403
H 1.310 -2.048 2.124
H -0.574 1.993 7.560
H 3.277 -1.931 -0.467
H 2.919 -3.999 -8.321
H 3.335 6.391 -1.946
H -2.897 0.570 9.041
H -2.431 -1.042 2.146
H 3.735 -2.489 -7.840
H -4.406 4.367 3.334
H -1.016 -3.860 0.008
H -0.547 1.700 9.318
H 6.049 -6.863 -3.738
H 0.381 0.471 1.240
H 0.664 -0.138 -0.521
H 4.573 -4.672 -6.653
H 7.121 -6.470 -1.378
H -3.129 0.009 -0.945
H -4.360 -1.918 2.682
H 3.193 6.046 -3.689
H -2.161 3.714 2.147
H 5.037 -5.430 -3.425
H -1.779 0.606 1.505
H -2.851 2.337 8.813
H 0.014 0.433 -5.696
H -3.723 3.671 4.826
H 3.959 3.954 -2.685
H 1.777 -4.451 0.915
H -6.914 -3.887 -1.918
H 0.383 -0.733 -3.378
H 1.510 -1.206 -4.675
H 2.477 -0.689 1.541
H 2.227 3.702 -3.022
H 7.529 -5.267 -2.628
H -7.536 -4.994 0.599
H -0.454 9.479 3.672
H -2.057 5.039 3.335
H 3.009 -4.708 -5.798
H 0.335 7.923 3.307
*
```

Properties
highest occupied orbital energy = -0.2947 Eh
SMILES string = CCCCN(CCc1ccccc1)C(=O)O.BrCCBr.BrCCBr.BrCCBr.BrCCBr.BrCCBr.BrCCBr.BrCCBr
strongest force on any atom = 0.168 Eh/bohr
LUMO = 0.28 eV
E = -37297.9813 Eh
Kohn-Sham gap = 8.30 eV

Which of these has the lowest strongest force on any atom? C26H57Br21N3O3PSi2